Entry 1:
Here is a molecular structure, C16H23N5O5V at a distorted geometry from the OMol25 dataset. Energies are from ωB97M-V with the def2-TZVPD basis set.

Geometry (Å):
V  -0.16764  -1.22065  1.04050
N  1.47037  -2.57769  1.34250
C  1.57973  -3.60962  0.27574
C  0.17584  -3.89592  -0.19349
O  -0.24795  -4.88177  -0.69847
N  -0.67092  -2.76954  0.09824
C  -2.06558  -3.08703  0.10293
C  -2.71962  -2.90099  1.45798
O  -3.49694  -3.02863  2.24838
O  -1.26503  -1.39448  2.14311
H  2.36676  -2.11609  1.49045
H  1.27724  -3.05685  2.22610
H  2.03533  -4.52838  0.64529
H  2.18560  -3.22868  -0.54782
H  -2.25806  -4.14333  -0.14797
H  -2.67330  -2.44801  -0.55138
O  -0.75640  0.02339  -0.15205
C  -1.29254  0.48667  -1.27315
C  -1.06204  -0.29303  -2.52470
C  -2.18429  -0.18093  -3.56683
C  -2.11031  1.09753  -4.39635
C  -1.82212  2.34629  -3.56561
C  -2.58461  2.41268  -2.25575
N  -1.96234  1.58415  -1.16633
H  -0.90219  -1.32856  -2.21517
H  -0.10230  0.04250  -2.93768
H  -3.14962  -0.25981  -3.05718
H  -2.12190  -1.04991  -4.22112
H  -3.05419  1.21586  -4.92953
H  -1.33769  0.99772  -5.15999
H  -2.09486  3.23491  -4.13570
H  -0.75368  2.45447  -3.35734
H  -3.62237  2.08761  -2.34386
H  -2.58451  3.42085  -1.84670
H  -2.02912  1.97280  -0.23040
N  3.89917  3.57427  4.40621
C  3.72015  3.28594  3.10915
O  4.13717  3.91706  2.16703
C  2.84282  2.08685  2.76941
C  1.75920  1.64885  3.52229
C  0.95532  0.64056  3.03042
N  1.20250  0.05061  1.84110
C  2.26610  0.46323  1.11311
C  3.08742  1.47502  1.53574
H  4.48842  4.36460  4.62957
H  3.69910  2.92177  5.14470
H  1.50936  2.09889  4.47391
H  0.09668  0.28709  3.58511
H  2.43218  -0.01955  0.15446
H  3.90566  1.82727  0.92114

Net charge: +3
Energy relative to the best compared isomer or geometry (same formula, charge and spin): 8.9 kcal per mole
Frontier orbital gap: 0.19820 hartree
Lowest unoccupied orbital energy: -0.4510 Eh

Here are the Mulliken charges for atoms 1 to 4, given in e:
1. V 1.09
2. N -0.37
3. C -0.37
4. C 0.26


Entry 2:
Here is 2 unconnected molecules or ions with the total composition C6H17N2O2 at a distorted geometry from the OMol25 dataset. Energies are from ωB97M-V with the def2-TZVPD basis set.

Geometry (Å):
C  3.76652  -1.45447  0.23606
C  2.86095  -0.69388  -0.76043
C  1.86798  -0.04799  0.23481
C  1.02046  1.01360  -0.49714
C  -0.08133  1.89845  0.15742
C  -1.28975  1.00170  0.41818
N  -2.22545  0.86741  -0.50428
N  -1.21343  0.13510  1.41562
O  -5.17318  -1.03989  -0.68382
O  -4.00973  -0.85289  0.15320
H  3.24634  -2.06111  0.91841
H  4.57130  -0.89036  0.76036
H  4.31047  -2.13123  -0.28576
H  2.25649  -1.22200  -1.42677
H  3.53981  -0.02984  -1.22521
H  1.09915  -0.87064  0.55894
H  2.32370  0.45934  0.99580
H  1.83637  1.58203  -0.85419
H  0.58862  0.56074  -1.28326
H  0.35932  2.34099  1.12631
H  -0.49698  2.71771  -0.46573
H  -3.08020  0.21195  -0.44508
H  -2.27081  1.59900  -1.25430
H  -1.95836  -0.53025  1.31746
H  -5.88168  -1.00664  -0.11616
H  -0.95560  0.49774  2.31570
H  -5.01095  -2.05461  -0.80609

Net charge: +1
Energy relative to the best compared isomer or geometry (same formula, charge and spin): 140.1 kcal per mole
Frontier orbital gap: 0.38010 hartree
Lowest unoccupied orbital energy: -0.1167 Eh

Here are the Mulliken charges for atoms 1 to 4, given in e:
1. C -1.46
2. C -0.50
3. C -0.48
4. C -1.09


Entry 3:
Here is 14 unconnected molecules or ions with the total composition C5H40BNO14 at a distorted geometry from the OMol25 dataset. Energies are from ωB97M-V with the def2-TZVPD basis set.

Geometry (Å):
C  5.43920  0.30070  -0.81894
C  5.51124  1.77501  -0.39186
O  4.42769  2.55038  -0.85653
C  3.28631  2.55588  -0.00653
C  2.08615  1.87391  -0.70426
B  0.71510  2.45124  -0.24684
C  -0.56387  1.56839  0.02317
N  -0.75747  0.55650  -1.04520
H  6.05623  0.15471  -1.70434
H  4.42190  0.02058  -1.08978
H  5.79586  -0.35396  -0.03076
H  5.62890  1.84286  0.69452
H  6.41362  2.20907  -0.82410
H  3.48129  2.04283  0.93693
H  3.01800  3.59482  0.18383
H  2.15612  0.79091  -0.59185
H  2.20974  2.10654  -1.76993
H  0.62273  3.64211  -0.12704
H  -0.51099  1.06585  0.99211
H  -1.44816  2.21406  0.08051
H  -1.03142  1.03208  -1.89397
H  -1.49671  -0.08658  -0.79319
O  8.21767  0.03279  0.64578
H  8.90504  -0.46080  0.18406
H  8.18216  -0.37003  1.51932
O  -2.64288  -2.07877  -1.88611
H  -2.05201  -1.78281  -2.58764
H  -2.65890  -3.03739  -1.98632
O  -5.60582  -3.22099  -1.50254
H  -5.31208  -3.49107  -0.62520
H  -4.86943  -2.70963  -1.86237
O  2.85030  5.78599  1.18322
H  3.25816  6.20573  0.41788
H  2.53661  6.52606  1.71074
O  -6.60985  -6.04375  -1.82232
H  -6.16544  -5.62939  -2.56699
H  -7.07209  -5.31207  -1.40012
O  10.26937  1.88468  -0.00961
H  9.31955  1.74035  0.10039
H  10.52320  2.41272  0.75240
O  -7.88765  -1.98595  -3.12553
H  -7.77676  -2.30201  -4.02650
H  -7.08505  -2.25775  -2.66362
O  1.78141  7.06198  -1.21656
H  1.46285  6.18594  -1.45802
H  0.98306  7.58258  -1.08793
O  -2.21587  2.27448  2.88946
H  -1.25645  2.25317  2.95148
H  -2.46815  1.36277  2.71521
O  -6.17710  -2.14579  1.13750
H  -5.54120  -1.63916  0.62256
H  -6.95887  -1.58453  1.15184
O  4.36692  2.25818  3.71799
H  5.02660  2.68857  3.16464
H  3.67026  2.91661  3.80515
O  -7.14772  -8.17947  0.58077
H  -6.70750  -7.75980  -0.16829
H  -7.61527  -7.45219  1.00837
O  -8.27793  -7.47506  3.25181
H  -9.05267  -7.75761  3.74692
H  -7.99673  -8.26814  2.77885

Frontier orbital gap: 0.33582 hartree
Lowest unoccupied orbital energy: -0.0048 Eh

Here are the Mulliken charges for atoms 1 to 4, given in e:
1. C -0.96
2. C 0.10
3. O -0.41
4. C -0.13


Entry 4:
Here is 12 unconnected molecules or ions with the total composition C5H37N2O12 at a distorted geometry from the OMol25 dataset. Energies are from ωB97M-V with the def2-TZVPD basis set.

Geometry (Å):
N  1.19649  2.05352  0.02568
C  0.96664  0.58453  -0.18995
C  1.56680  -0.27282  0.91985
O  2.46006  0.47633  1.67956
C  -0.53623  0.27055  -0.32187
N  -1.18299  1.00768  -1.38339
C  -2.66965  0.75900  -1.43409
C  -3.38882  1.27316  -0.20262
H  2.11975  2.05247  0.41773
H  0.94840  2.57563  -0.77134
H  0.58972  2.41850  0.77936
H  1.31808  0.37517  -1.16577
H  0.71734  -0.48517  1.55547
H  1.99353  -1.18691  0.52659
H  3.46285  0.21303  1.50110
H  -0.51722  -0.82058  -0.41774
H  -1.08138  0.44884  0.59200
H  -0.78007  0.73684  -2.23024
H  -2.76886  -0.31200  -1.58681
H  -2.95128  1.29360  -2.33367
H  -4.25021  1.93564  -0.41010
H  -3.94401  0.54852  0.41035
H  -2.77263  1.77335  0.51717
H  -2.21595  -1.39406  -4.65060
H  -1.05841  -2.42991  -4.78974
O  -1.36645  -1.68209  -4.17659
H  1.36230  -2.76686  2.08704
H  1.25380  -4.12156  2.79516
O  0.69816  -3.34753  2.51916
H  -0.51721  -3.31781  -2.43873
H  0.66385  -2.94175  -1.47614
O  0.20062  -2.69817  -2.28808
H  -2.78578  -1.40412  2.88737
H  -2.74541  -2.18779  1.47261
O  -2.39710  -2.06772  2.40952
H  0.64563  0.82130  3.22602
H  0.51936  2.17865  3.79372
O  0.69907  1.74497  2.91622
H  2.01325  -1.48791  -3.91948
H  0.54846  -1.03956  -3.62638
O  1.38797  -0.79610  -3.98143
H  0.28189  -1.26190  4.36976
H  -0.73257  -1.97364  3.54882
O  -0.15242  -1.10529  3.57222
H  -1.26359  3.17172  -0.58797
H  -1.26202  4.56939  0.10712
O  -1.00030  3.65835  0.17282
H  -0.29516  -3.50680  0.93293
H  -0.17511  -4.70987  0.19463
O  -0.09920  -3.78560  0.02363
H  2.50021  1.50316  -2.76739
H  3.52171  2.48390  -2.35046
O  2.65214  2.19455  -2.09159
H  3.00742  4.18246  1.74544
H  2.64817  2.60108  2.27922
O  2.96636  3.19764  1.61390

⟨S²⟩: 0.75
Energy relative to the best compared isomer or geometry (same formula, charge and spin): 49.2 kcal per mole
2S+1: 2
Frontier orbital gap (spin up / spin down): 0.08711 / 0.35633 hartree
Lowest unoccupied orbital energy (spin up / spin down): 0.0095 / 0.0062 Eh

Here are the Mulliken charges for atoms 1 to 4, given in e:
1. N -0.29
2. C 0.97
3. C -1.73
4. O 1.12